11 unconnected molecules or ions with the total composition C36H96O38P8 in a non-equilibrium geometry. Source: the Open Molecules 2025 dataset; level of theory: ωB97M-V/def2-TZVPD.

Results
SMILES string   COP(=O)(OC)OC.COP(=O)(OC)OC.COP(=O)(OC)OC.COP(=O)(OC)OC.COP(=O)(OC)OC.COP(=O)(OC)OC.COP(=O)(OC)OC.COP(=O)(OC)OC.CCOC(C)=O.CCOC(C)=O.CCOC(C)=O
E_tot   -191024.40914 eV
LUMO   0.42 eV
Frontier orbital gap   10.02 eV
HOMO energy   -9.597 eV

Geometry as XYZ:
```
178
Properties=species:S:1:pos:R:3:mulliken_charge:R:1
C -1.364 -5.601 -1.390 -0.90
O -0.841 -4.523 -0.563 0.42
P 0.023 -4.803 0.709 -0.15
O 0.420 -3.582 1.355 0.27
O -0.776 -5.831 1.600 -0.40
C -2.163 -5.559 1.853 -0.44
O 1.137 -5.737 0.124 -0.43
C 2.508 -5.547 0.469 -0.10
H -1.409 -6.544 -0.842 0.38
H -0.792 -5.655 -2.307 0.25
H -2.403 -5.339 -1.607 0.21
H -2.610 -4.862 1.133 -0.03
H -2.300 -5.134 2.845 0.35
H -2.723 -6.488 1.734 0.40
H 2.705 -4.578 0.923 -0.34
H 3.134 -5.661 -0.418 0.26
H 2.843 -6.340 1.148 0.31
C -2.058 -1.997 3.995 -0.67
O -2.926 -1.565 2.931 1.22
P -4.411 -1.230 3.221 0.90
O -5.141 -0.673 2.094 -0.83
O -4.343 -0.399 4.526 -0.42
C -5.477 0.316 4.978 -0.87
O -5.054 -2.590 3.727 -0.46
C -5.305 -3.595 2.740 -0.24
H -2.609 -2.192 4.916 0.45
H -1.295 -1.242 4.153 -0.04
H -1.605 -2.949 3.710 0.00
H -5.142 1.281 5.364 0.19
H -5.982 -0.224 5.775 0.28
H -6.148 0.566 4.155 0.33
H -5.097 -3.267 1.718 -0.15
H -6.347 -3.894 2.810 0.34
H -4.656 -4.451 2.938 0.20
C 0.040 0.230 -6.552 -0.45
O -1.336 -0.089 -6.447 0.00
P -2.445 0.744 -7.217 0.95
O -3.732 0.076 -7.153 -0.72
O -1.888 0.988 -8.663 -0.35
C -1.538 -0.133 -9.432 -0.68
O -2.359 2.195 -6.650 -0.43
C -2.773 2.398 -5.248 -0.36
H 0.561 0.155 -5.609 -0.05
H 0.204 1.233 -6.964 0.39
H 0.515 -0.449 -7.267 0.27
H -2.217 -0.256 -10.275 0.28
H -1.441 -1.040 -8.834 0.29
H -0.556 0.022 -9.903 0.24
H -3.585 3.115 -5.242 0.34
H -1.926 2.867 -4.737 0.16
H -3.015 1.463 -4.758 0.11
C -1.553 4.933 2.965 -0.73
O -1.372 3.754 3.760 -0.57
P -2.661 2.954 4.221 1.03
O -3.827 3.800 4.480 -0.90
O -2.814 1.825 3.149 0.68
C -3.324 2.134 1.838 -0.17
O -2.165 2.077 5.405 -0.30
C -1.856 2.728 6.622 -0.84
H -1.279 4.722 1.932 0.38
H -0.896 5.709 3.361 0.21
H -2.567 5.330 2.996 0.46
H -4.023 2.976 1.868 0.66
H -3.874 1.262 1.503 0.19
H -2.523 2.380 1.140 -0.56
H -2.475 2.327 7.433 0.27
H -2.074 3.796 6.590 0.39
H -0.824 2.521 6.902 0.05
C -2.924 -2.176 -0.160 -0.70
O -2.115 -1.649 -1.161 0.05
P -1.600 -0.192 -1.123 0.15
O -2.589 0.851 -0.951 -0.63
O -0.454 -0.153 -0.041 1.14
C -0.786 -0.390 1.343 0.93
O -0.790 -0.177 -2.450 -0.66
C 0.171 0.839 -2.660 0.76
H -3.670 -1.457 0.211 0.22
H -2.355 -2.492 0.714 -0.25
H -3.542 -3.021 -0.476 0.50
H -0.371 0.361 2.004 -1.07
H -0.352 -1.367 1.566 -0.08
H -1.865 -0.474 1.486 0.10
H 0.212 1.046 -3.724 -0.19
H 1.188 0.566 -2.376 -0.47
H -0.048 1.737 -2.091 -0.01
C 3.242 2.245 -4.932 -0.94
O 3.042 1.128 -4.052 0.39
P 3.639 -0.281 -4.434 0.85
O 3.530 -1.297 -3.408 -0.72
O 2.927 -0.596 -5.801 -0.04
C 3.586 -1.438 -6.750 -0.92
O 5.106 0.021 -4.928 -0.37
C 6.274 0.024 -4.054 -0.67
H 3.679 1.997 -5.897 0.32
H 3.856 2.998 -4.436 0.27
H 2.269 2.715 -5.096 0.27
H 4.070 -0.844 -7.525 0.31
H 2.844 -2.094 -7.200 0.28
H 4.353 -2.067 -6.293 0.35
H 6.147 -0.533 -3.130 0.26
H 6.585 1.042 -3.841 0.26
H 7.067 -0.473 -4.617 0.31
C 7.234 -1.675 0.527 -0.50
O 7.321 -0.338 1.026 -0.38
P 6.721 0.799 0.156 0.47
O 7.194 0.921 -1.214 -0.65
O 5.209 0.556 0.327 0.70
C 4.340 1.254 -0.568 0.13
O 7.072 2.025 1.066 -0.35
C 7.530 3.249 0.488 -0.75
H 7.894 -2.295 1.131 0.30
H 7.511 -1.780 -0.524 0.30
H 6.223 -2.081 0.649 0.04
H 4.747 1.370 -1.574 0.31
H 4.066 2.209 -0.140 0.44
H 3.430 0.674 -0.709 -0.85
H 7.841 3.106 -0.549 0.33
H 8.402 3.578 1.044 0.25
H 6.721 3.978 0.498 0.26
C -2.797 4.220 -1.390 -0.62
O -2.069 4.672 -0.235 -0.31
P -0.533 4.896 -0.326 1.25
O 0.127 4.354 -1.516 -0.68
O -0.422 6.420 -0.096 -0.34
C 0.910 6.984 -0.035 -0.75
O 0.013 4.331 1.034 -0.41
C -0.021 2.918 1.296 0.17
H -3.172 3.205 -1.250 0.11
H -2.197 4.236 -2.299 0.30
H -3.660 4.875 -1.524 0.37
H 1.040 7.431 0.949 0.28
H 0.963 7.778 -0.779 0.25
H 1.681 6.246 -0.240 0.32
H 0.960 2.442 1.321 0.24
H -0.663 2.374 0.600 -0.27
H -0.447 2.806 2.296 -0.40
C 4.052 -3.739 3.821 -1.48
C 3.510 -2.428 3.288 0.18
O 3.438 -2.528 1.855 -0.20
C 2.968 -1.456 1.227 0.60
C 2.831 -1.648 -0.259 -0.29
O 2.694 -0.446 1.781 -0.25
H 3.922 -3.758 4.903 0.41
H 5.106 -3.831 3.562 0.35
H 3.512 -4.594 3.414 0.25
H 2.491 -2.253 3.645 -0.02
H 4.149 -1.617 3.638 0.35
H 3.655 -1.235 -0.836 -0.04
H 1.879 -1.237 -0.582 -0.37
H 2.797 -2.715 -0.501 0.42
C 0.950 0.915 4.233 1.37
C 1.530 0.569 5.577 -0.94
O 1.860 1.786 6.278 -0.26
C 2.285 1.631 7.509 0.73
C 2.531 2.938 8.183 -1.09
O 2.454 0.555 8.023 -0.59
H -0.024 1.381 4.361 -0.62
H 0.814 -0.021 3.691 -0.67
H 1.656 1.540 3.690 0.26
H 0.836 -0.032 6.179 0.38
H 2.427 -0.055 5.492 0.46
H 1.928 2.989 9.083 0.31
H 2.285 3.758 7.514 0.26
H 3.586 2.978 8.441 0.35
C -7.046 -2.618 -1.137 -1.06
C -6.368 -1.528 -1.920 0.06
O -5.281 -2.110 -2.664 -0.32
C -4.589 -1.266 -3.438 0.88
C -3.436 -1.933 -4.087 -0.41
O -4.943 -0.153 -3.637 -0.58
H -7.534 -3.370 -1.754 0.35
H -7.775 -2.166 -0.460 0.39
H -6.320 -3.134 -0.501 0.04
H -7.075 -0.995 -2.559 0.42
H -5.961 -0.781 -1.230 0.01
H -2.516 -1.734 -3.550 -0.18
H -3.336 -1.647 -5.129 0.17
H -3.634 -3.007 -4.033 0.35
```

16 unconnected molecules or ions with the total composition C36H99BrFN4O18. Source: the Open Molecules 2025 dataset; level of theory: ωB97M-V/def2-TZVPD.

Results
E_tot   -154496.36806 eV
Total charge   +1
LUMO   -4.03 eV
Frontier orbital gap   6.90 eV
HOMO energy   -10.927 eV

Geometry as XYZ:
```
159
Properties=species:S:1:pos:R:3:mulliken_charge:R:1
C 6.134 1.277 1.622 -0.88
O 5.354 1.262 0.438 -0.13
C 6.003 1.852 -0.678 -0.85
C 7.182 1.047 -1.232 -0.35
C 6.831 -0.445 -1.330 -0.15
C 5.788 -0.643 -2.430 -0.19
C 4.954 -1.936 -2.374 -0.36
C 4.681 -2.486 -0.976 -0.23
C 3.532 -3.488 -0.954 -0.47
C 3.028 -3.772 0.468 -1.06
C 1.877 -2.803 0.819 0.56
C 0.479 -3.443 0.735 -0.70
C -0.450 -2.844 -0.337 -1.51
C -0.416 -1.325 -0.430 -0.17
N -1.661 -0.647 0.031 -0.02
O -2.696 -1.142 -0.913 -0.34
C -3.846 -0.601 -0.645 0.61
N -4.867 -0.140 -0.385 -0.47
C -1.362 0.681 -0.440 -0.23
N -1.613 1.731 0.258 0.06
C -2.395 1.800 1.497 -0.85
C -3.786 2.465 1.348 0.14
C -4.063 3.433 2.500 -1.14
Br -3.932 3.421 -0.356 -0.16
N -0.699 0.684 -1.623 0.09
C -0.087 -0.638 -1.788 0.63
F 1.283 -0.451 -1.778 -0.39
C -0.404 -1.335 -3.104 -0.87
O -0.057 -0.524 -4.188 -0.26
C -1.092 0.306 -4.709 -0.80
H 5.468 1.493 2.460 0.21
H 6.616 0.313 1.792 0.25
H 6.896 2.061 1.583 0.39
H 6.326 2.867 -0.413 0.68
H 5.234 1.958 -1.444 0.31
H 7.363 1.438 -2.236 -0.24
H 8.075 1.204 -0.623 0.45
H 6.461 -0.754 -0.354 -0.21
H 7.739 -1.005 -1.565 0.46
H 6.327 -0.634 -3.383 0.40
H 5.102 0.203 -2.472 -0.07
H 3.977 -1.689 -2.808 -0.25
H 5.360 -2.727 -3.011 0.32
H 4.462 -1.644 -0.307 0.23
H 5.581 -2.967 -0.583 0.35
H 3.843 -4.400 -1.473 0.65
H 2.717 -3.068 -1.559 -0.25
H 2.708 -4.810 0.565 0.27
H 3.843 -3.593 1.173 0.49
H 2.024 -2.377 1.810 -0.15
H 1.965 -1.979 0.105 -0.01
H -0.026 -3.443 1.703 0.55
H 0.595 -4.495 0.465 0.11
H -0.205 -3.283 -1.305 0.43
H -1.479 -3.144 -0.131 0.42
H 0.333 -0.892 0.241 1.07
H -1.249 2.607 -0.104 0.44
H -1.807 2.394 2.196 0.53
H -2.478 0.791 1.891 0.26
H -4.559 1.705 1.309 0.45
H -3.869 4.464 2.209 0.37
H -5.104 3.373 2.807 0.15
H -3.438 3.193 3.363 0.42
H -1.181 1.107 -2.410 0.28
H 0.212 -2.234 -3.142 0.41
H -1.456 -1.636 -3.139 0.45
H -0.861 1.354 -4.498 0.20
H -2.078 0.035 -4.315 0.42
H -1.123 0.196 -5.792 0.26
C -8.160 3.076 2.407 -0.76
O -7.201 3.826 1.637 -0.52
H -8.201 3.536 3.389 0.29
H -9.151 3.115 1.957 0.43
H -7.861 2.033 2.522 0.30
H -7.168 3.435 0.759 0.24
C -10.943 0.521 4.077 -0.46
O -10.335 1.806 3.941 -0.45
H -11.075 0.108 3.084 0.11
H -10.311 -0.157 4.658 0.25
H -11.923 0.596 4.556 0.30
H -10.224 2.176 4.821 0.26
C 8.518 2.280 -4.989 -0.63
O 7.455 2.793 -4.196 -0.45
H 9.128 1.657 -4.337 0.25
H 8.149 1.666 -5.814 0.27
H 9.143 3.080 -5.393 0.30
H 6.905 3.350 -4.755 0.26
C 2.726 3.810 -0.782 -0.27
O 3.130 5.148 -0.966 -0.45
H 2.604 3.378 -1.777 0.04
H 3.476 3.227 -0.239 0.23
H 1.769 3.743 -0.246 0.27
H 3.261 5.572 -0.106 0.23
C -6.285 6.618 4.029 -0.46
O -7.388 5.733 3.957 -0.46
H -6.202 6.951 5.062 0.25
H -5.349 6.124 3.747 0.10
H -6.424 7.496 3.393 0.29
H -7.470 5.439 3.042 0.29
C 0.153 -7.663 1.319 -0.62
O 1.008 -6.959 0.428 -0.44
H 0.185 -7.164 2.285 0.33
H -0.874 -7.656 0.947 0.16
H 0.487 -8.696 1.444 0.31
H 0.966 -7.418 -0.419 0.25
C 3.522 6.690 -3.878 -0.38
O 3.993 6.378 -5.186 -0.53
H 3.769 5.851 -3.235 -0.02
H 4.004 7.586 -3.478 0.36
H 2.437 6.830 -3.865 0.26
H 3.785 7.112 -5.770 0.28
C -11.285 -3.041 2.520 -0.51
O -11.904 -1.825 2.109 -0.51
H -11.236 -3.035 3.604 0.14
H -11.865 -3.910 2.196 0.31
H -10.267 -3.125 2.129 0.30
H -11.955 -1.821 1.150 0.27
C 1.921 2.732 -5.051 -0.24
O 0.563 3.174 -5.030 -0.57
H 2.163 2.458 -6.075 0.31
H 2.599 3.529 -4.736 0.20
H 2.064 1.858 -4.406 -0.02
H 0.365 3.447 -4.129 0.28
C -1.789 -9.973 -0.667 -0.50
O -0.910 -9.236 -1.518 -0.47
H -1.789 -9.486 0.303 0.16
H -2.809 -9.981 -1.058 0.27
H -1.443 -11.002 -0.542 0.27
H -0.903 -9.691 -2.366 0.28
C 1.979 7.998 1.237 -0.55
O 2.829 6.855 1.311 -0.47
H 1.349 7.864 0.362 0.23
H 1.347 8.081 2.123 0.26
H 2.556 8.916 1.117 0.27
H 3.410 6.949 2.071 0.26
C 3.899 -0.698 -6.050 -0.40
O 2.769 -0.705 -6.915 -0.55
H 4.758 -1.022 -6.632 0.37
H 4.092 0.308 -5.664 0.14
H 3.751 -1.383 -5.211 0.17
H 2.005 -0.423 -6.404 0.29
C -10.523 -5.576 5.322 -0.57
O -9.907 -4.300 5.197 -0.49
H -10.624 -5.979 4.317 0.21
H -9.914 -6.263 5.914 0.30
H -11.517 -5.504 5.770 0.28
H -9.810 -3.927 6.077 0.28
C 1.730 -1.997 5.216 -0.63
O 2.133 -1.542 3.929 -0.40
H 1.172 -2.918 5.067 0.24
H 2.589 -2.210 5.856 0.25
H 1.084 -1.272 5.718 0.27
H 2.641 -0.733 4.040 0.25
C 7.330 -2.293 3.531 -0.43
O 7.793 -0.950 3.592 -0.49
H 7.226 -2.545 2.478 0.14
H 8.039 -2.988 3.988 0.33
H 6.356 -2.409 4.015 0.19
H 7.897 -0.707 4.516 0.28
```

Question: What is the formula in the second record?
Answer: C36H99BrFN4O18

Question: Number 2 is which compound?
Answer: C36H99BrFN4O18

Question: What is the formula in the second record?
Answer: C36H99BrFN4O18